Run 1
# C6H15NO

A 2-piece molecular cluster, C6H15NO overall (wB97M-V/def2-TZVPD, OMol25).

The LUMO energy is 0.8 eV. The frontier orbital gap is 9.47 eV. The HOMO energy is -8.62 eV.

XYZ file:
```
23
C6H15NO | OMol25 | wB97M-V/def2-TZVPD
C -0.871 1.650 2.304
N -1.583 1.087 1.183
C -0.870 0.077 0.402
C -0.663 0.535 -1.041
C 0.015 1.883 -1.177
C 0.585 2.327 -2.287
C -1.544 -1.277 0.473
H -1.499 2.334 2.874
H -0.608 0.828 2.972
H 0.052 2.171 2.026
H -2.050 1.721 0.557
H 0.156 -0.037 0.778
H -0.063 -0.196 -1.586
H -1.593 0.553 -1.631
H 0.095 2.482 -0.274
H 1.221 3.206 -2.198
H 0.530 1.932 -3.294
H -2.623 -1.261 0.445
H -1.281 -1.828 1.386
H -1.129 -2.026 -0.216
H 4.945 -4.734 -0.829
H 3.956 -5.884 -0.558
O 4.823 -5.543 -0.308
```

Mulliken atomic charge list, values in e, 6 entries:
1. C -0.890
2. N -0.343
3. C 0.519
4. C -0.907
5. C 0.064
6. C -0.933

=====

Run 2
# C6H15NO

C6H15NO as an isolated structure (wB97M-V/def2-TZVPD, OMol25).

The LUMO energy (alpha / beta) is 0.8 / 0.8 eV. The frontier orbital gap (alpha / beta) is 6.99 / 6.93 eV. The HOMO energy (alpha / beta) is -6.19 / -6.13 eV.

XYZ file:
```
23
C6H15NO | OMol25 | wB97M-V/def2-TZVPD
C -0.268 0.588 -0.274
C -1.341 -0.089 -1.067
C -1.378 -0.092 0.452
C 2.578 -0.381 -0.288
C -2.369 0.665 -1.876
C 1.218 -1.199 2.464
N 1.555 0.225 -0.927
O -0.152 1.985 -0.261
H -0.849 2.379 0.272
H 0.975 -0.285 1.907
H -1.062 -1.038 -1.518
H 1.230 -0.249 -1.760
H 1.658 1.230 -1.047
H -1.189 -1.023 0.966
H -2.122 0.530 0.943
H 3.042 0.165 0.517
H 2.532 -1.455 -0.198
H -2.587 1.632 -1.425
H -3.301 0.101 -1.940
H -2.004 0.836 -2.889
H 0.545 -1.257 3.310
H 1.047 -2.054 1.824
H 2.242 -1.215 2.815
```

Mulliken atomic charge list, values in e, 6 entries:
1. C 0.482
2. C 0.081
3. C -0.791
4. C -0.825
5. C -1.394
6. C -1.044

=====

Run 3
# C6H15NO

A 2-piece molecular cluster, C6H15NO overall (wB97M-V/def2-TZVPD, OMol25).

The LUMO energy is 0.8 eV. The frontier orbital gap is 9.35 eV. The HOMO energy is -8.58 eV.

XYZ file:
```
23
C6H15NO | OMol25 | wB97M-V/def2-TZVPD
C 0.705 2.310 1.859
C 0.699 1.626 0.496
C 0.783 0.066 0.677
C 0.614 -0.527 -0.686
C 1.739 -0.774 -1.356
C -0.728 -0.877 -1.242
N -0.658 1.879 -0.115
H -0.340 2.504 2.227
H 1.267 1.781 2.530
H 1.305 3.192 1.956
H 1.457 1.928 -0.234
H 1.684 -0.318 1.234
H -0.065 -0.309 1.257
H 2.646 -0.816 -0.841
H 1.847 -0.994 -2.455
H -1.606 -0.573 -0.717
H -0.721 -1.925 -1.332
H -0.861 -0.536 -2.259
H -0.821 1.739 -1.141
H -1.335 1.575 0.496
H -2.260 -3.656 -0.527
H -1.649 -3.098 0.775
O -2.352 -3.075 0.169
```

Mulliken atomic charge list, values in e, 6 entries:
1. C -1.311
2. C 0.066
3. C -0.816
4. C 0.974
5. C -1.094
6. C -1.649

=====

Run 4
# C6H15NO

A 3-piece molecular cluster, C6H15NO overall (wB97M-V/def2-TZVPD, OMol25).

The LUMO energy is 0.9 eV. The frontier orbital gap is 8.35 eV. The HOMO energy is -7.43 eV.

XYZ file:
```
23
C6H15NO | OMol25 | wB97M-V/def2-TZVPD
C -1.866 -0.226 -0.293
C -2.376 -0.291 1.131
O -1.547 1.099 -0.625
H -2.116 1.415 -1.335
H -2.591 -0.689 -0.970
H 0.146 -1.069 0.733
H -3.382 0.138 1.217
H -1.736 0.292 1.796
H -2.391 -1.321 1.486
C 1.954 1.221 -0.829
C 0.670 -0.821 -1.636
C 1.380 -0.144 -0.648
N 1.480 0.262 1.790
C 1.213 -0.686 0.722
H 0.752 0.968 1.803
H 1.474 -0.206 2.689
H 1.865 -1.559 0.854
H 2.108 1.442 -1.883
H 2.907 1.293 -0.299
H 1.322 2.000 -0.396
H -0.724 -0.759 -1.025
H 0.700 -1.908 -1.628
H 0.760 -0.452 -2.652
```

Mulliken atomic charge list, values in e, 6 entries:
1. C -0.094
2. C -1.135
3. O -0.483
4. H 0.265
5. H 0.440
6. H 0.055

=====

Of them, run 2 has the lowest stability.

=====

Run 1
# C6H15NO

A 2-piece molecular cluster, C6H15NO overall (wB97M-V/def2-TZVPD, OMol25).

The LUMO energy is 0.7 eV. The frontier orbital gap is 8.11 eV. The HOMO energy is -7.37 eV.

XYZ file:
```
23
C6H15NO | OMol25 | wB97M-V/def2-TZVPD
C 0.867 3.677 -0.178
C 0.734 2.230 0.299
C 0.811 1.252 -0.864
C 1.092 -0.196 -0.517
C 0.190 -0.854 0.232
N 0.365 -2.146 0.673
C 2.307 -0.891 -1.049
H 0.607 4.371 0.630
H 1.878 3.920 -0.512
H 0.183 3.861 -1.012
H -0.158 2.112 0.897
H 1.494 1.994 1.058
H -0.058 1.340 -1.532
H 1.592 1.591 -1.515
H -0.734 -0.334 0.425
H 1.237 -2.572 0.406
H -0.277 -2.644 1.259
H 2.719 -0.388 -1.924
H 2.023 -1.899 -1.389
H 3.167 -1.031 -0.383
H -5.022 -1.796 0.939
H -5.862 -3.062 0.617
O -5.153 -2.725 1.165
```

Mulliken atomic charge list, values in e, 6 entries:
1. C -1.274
2. C -0.257
3. C -1.050
4. C 0.576
5. C -0.224
6. N -0.412

=====

Run 2
# C6H15NO

A 2-piece molecular cluster, C6H15NO overall (wB97M-V/def2-TZVPD, OMol25).

The LUMO energy is -3.8 eV. The frontier orbital gap is 3.47 eV. The HOMO energy is -7.32 eV.

XYZ file:
```
23
C6H15NO | OMol25 | wB97M-V/def2-TZVPD
C -0.586 -0.221 -0.337
C -1.726 -0.878 0.393
C -1.287 -2.249 0.781
O -1.304 -3.442 -1.554
C -0.482 1.264 -0.111
N 0.862 2.130 -0.023
C 2.029 1.706 -1.020
C 1.518 2.231 1.262
H 0.330 -0.652 0.190
H -0.496 -0.650 -1.346
H -2.139 -2.809 1.164
H -1.809 -0.263 1.295
H -2.661 -0.847 -0.203
H -0.880 -2.765 -0.103
H -0.540 -2.232 1.566
H -1.094 1.844 -0.766
H -1.367 -3.841 -2.424
H 2.077 0.597 -1.009
H 1.658 2.023 -1.981
H 2.954 2.156 -0.650
H 0.743 2.528 1.962
H 2.221 3.087 1.184
H 1.979 1.283 1.729
```

Mulliken atomic charge list, values in e, 6 entries:
1. C -0.436
2. C -0.278
3. C -1.438
4. O -0.797
5. C -0.338
6. N -0.130

=====

Run 3
# C6H15NO

One molecule with the formula C6H15NO (wB97M-V/def2-TZVPD, OMol25).

The LUMO energy is 0.9 eV. The frontier orbital gap is 9.75 eV. The HOMO energy is -8.86 eV.

XYZ file:
```
23
C6H15NO | OMol25 | wB97M-V/def2-TZVPD
C -0.742 0.071 0.412
C 0.875 -0.155 -0.039
C 1.201 1.111 -0.764
C -0.976 1.399 1.134
C -1.091 -1.071 1.376
C 1.072 -1.402 -0.888
N -1.564 0.035 -0.775
O 2.649 1.002 -1.235
H 2.679 0.392 -1.980
H 1.453 -0.232 0.884
H -1.585 -0.882 -1.203
H -2.451 0.516 -0.694
H 1.249 1.976 -0.108
H 0.541 1.268 -1.622
H -1.965 1.404 1.594
H -1.034 -2.043 0.890
H -0.231 1.553 1.911
H -0.951 2.230 0.435
H -0.418 -1.074 2.231
H -2.109 -0.946 1.749
H 0.619 -1.284 -1.871
H 0.642 -2.279 -0.409
H 2.136 -1.589 -1.026
```

Mulliken atomic charge list, values in e, 6 entries:
1. C 1.445
2. C 0.686
3. C -0.818
4. C -1.977
5. C -1.748
6. C -1.779

=====

Of them, run 2 has the lowest stability.

=====

Run 1
# C6H15NO

A 2-piece molecular cluster, C6H15NO overall (wB97M-V/def2-TZVPD, OMol25).

The LUMO energy is 0.7 eV. The frontier orbital gap is 10.74 eV. The HOMO energy is -9.99 eV.

XYZ file:
```
23
C6H15NO | OMol25 | wB97M-V/def2-TZVPD
C 0.231 -0.967 -0.880
C -0.511 -2.330 -0.890
C 1.743 -1.168 -1.029
C -0.364 -0.034 -1.962
H 0.047 -0.503 0.088
H -1.007 -2.531 -1.843
H -1.211 -2.400 -0.063
H 1.951 -2.057 -1.634
H 2.221 -0.297 -1.478
H 2.208 -1.438 -0.077
H -1.324 0.317 -1.600
H 0.328 0.756 -2.235
H -0.540 -0.547 -2.916
H 0.234 -3.131 -0.898
C -1.473 2.264 1.941
C -0.401 1.146 1.920
O -0.617 -0.004 2.180
N 0.855 1.641 1.705
H -1.043 3.197 1.585
H -1.567 2.485 3.010
H 1.615 1.097 2.090
H 1.011 2.619 1.485
H -2.384 1.885 1.499
```

Mulliken atomic charge list, values in e, 6 entries:
1. C 1.901
2. C -1.324
3. C -1.516
4. C -1.497
5. H -0.756
6. H 0.296

=====

Run 2
# C6H15NO

A 3-piece molecular cluster, C6H15NO overall (wB97M-V/def2-TZVPD, OMol25).

The LUMO energy is -3.0 eV. The frontier orbital gap is 3.42 eV. The HOMO energy is -6.45 eV.

XYZ file:
```
23
C6H15NO | OMol25 | wB97M-V/def2-TZVPD
C 2.618 0.984 0.891
C 2.122 1.341 -0.507
O 2.760 0.595 -1.469
N 2.890 -0.413 0.840
C -2.367 0.580 0.562
C -1.480 0.158 -0.399
C -1.060 0.896 -1.512
C -0.906 -1.302 -0.369
H 1.851 1.209 1.653
H 3.549 1.581 1.058
H 2.126 2.360 -0.867
H 1.031 1.031 -0.488
H 3.091 -0.202 -0.976
H 3.031 -0.845 1.732
H -2.478 1.631 0.731
H -2.604 -0.216 1.290
H -4.918 -3.471 1.411
H -4.255 -3.144 1.532
H -0.885 0.324 -2.426
H -1.519 1.868 -1.532
H -1.304 -1.944 -1.203
H -1.544 -1.620 0.454
H 0.250 -1.400 -0.405
```

Mulliken atomic charge list, values in e, 6 entries:
1. C -0.350
2. C 0.166
3. O -0.553
4. N -0.751
5. C -0.775
6. C 0.902

=====

Of them, run 2 has the lowest stability.

=====

Run 1
# C5H9NO

One molecule with the formula C5H9NO (wB97M-V/def2-TZVPD, OMol25).

The LUMO energy is 0.9 eV. The frontier orbital gap is 10.41 eV. The HOMO energy is -9.49 eV.

XYZ file:
```
16
C5H9NO | OMol25 | wB97M-V/def2-TZVPD
C 0.351 -0.127 -1.537
C -0.165 -0.225 -0.100
C -1.337 -1.173 0.110
N 0.909 -0.399 0.919
C 0.895 1.030 1.301
C -0.351 1.196 0.431
O -1.132 2.074 0.202
H -0.475 0.066 -2.228
H 0.870 -1.042 -1.848
H 1.054 0.709 -1.622
H -1.034 -2.216 -0.040
H -2.160 -0.944 -0.573
H -1.706 -1.086 1.137
H 1.791 -0.705 0.520
H 0.741 1.213 2.369
H 1.750 1.629 0.960
```

Mulliken atomic charge list, values in e, 6 entries:
1. C -1.505
2. C 1.486
3. C -1.494
4. N -0.593
5. C -0.371
6. C 0.095

=====

Run 2
# C5H9NO

A 2-piece molecular cluster, C5H9NO overall (wB97M-V/def2-TZVPD, OMol25).

The LUMO energy (alpha / beta) is 0.4 / -0.2 eV. The frontier orbital gap (alpha / beta) is 8.41 / 7.49 eV. The HOMO energy (alpha / beta) is -8.03 / -7.72 eV.

XYZ file:
```
16
C5H9NO | OMol25 | wB97M-V/def2-TZVPD
C -1.468 -1.025 0.547
C -0.649 0.043 -0.154
C -0.760 0.050 -1.668
C 1.707 0.258 0.763
O 2.915 -0.268 0.999
C -0.585 1.306 0.478
N -0.195 2.243 1.062
H -1.122 -2.014 0.230
H -1.372 -0.955 1.634
H -2.547 -0.973 0.316
H -1.797 0.166 -2.031
H -0.389 -0.900 -2.064
H -0.177 0.864 -2.110
H 1.618 0.986 -0.028
H 1.048 0.182 1.609
H 3.582 0.075 0.383
```

Mulliken atomic charge list, values in e, 6 entries:
1. C -1.324
2. C 0.866
3. C -1.351
4. C -0.165
5. O -0.452
6. C 0.075

=====

Of them, run 2 has the lowest stability.